Record 1
Formula: C23H48IrNO2P3
Source: OMol25
Level of theory: wB97M-V/def2-TZVPD

ORCA input file:
```
! RIJCOSX wB97M-V def2-TZVPD def2/J DEFGRID3
* xyz 4 6
Ir 0.00000 0.00000 0.00000
P -1.79330 -1.48240 0.32490
P 1.18550 -0.61310 1.80110
P 1.21270 -1.28970 -1.51330
H -0.80450 6.46960 -7.27570
C -0.88360 5.58660 -7.90490
C -2.06170 5.05330 -8.21820
H -2.99560 5.47760 -7.85860
C -3.37050 -0.88260 1.08390
C -1.56870 -2.98740 1.38040
C -2.44070 -2.25670 -1.21450
C 2.82930 0.20880 1.97980
C 0.53710 -0.34340 3.51490
C 1.68510 -2.38190 2.04230
C 0.66050 -1.17490 -3.26680
C 1.45250 -3.11860 -1.37030
C 2.96700 -0.77010 -1.69870
H 0.05040 5.16230 -8.26450
H -2.14070 4.17040 -8.84740
H -3.66920 0.06260 0.62720
H -3.22640 -0.70920 2.15430
H -4.17610 -1.61360 0.95210
H -1.28130 -2.68440 2.39100
H -0.77240 -3.61410 0.97170
H -2.49050 -3.57770 1.43550
H -2.84270 -1.47380 -1.86410
H -3.22480 -2.99130 -1.00080
H -1.60490 -2.71940 -1.74350
H 3.33220 -0.07110 2.91230
H 2.67990 1.29130 1.94830
H 3.46520 -0.06370 1.13300
H 1.22330 -0.76220 4.25940
H -0.43440 -0.83530 3.61600
H 0.40840 0.72280 3.71530
H 2.76100 -2.46290 2.23460
H 1.43450 -2.97670 1.16330
H 1.14580 -2.79570 2.89900
H 1.11390 -1.97960 -3.85630
H 0.95900 -0.20730 -3.67440
H -0.42730 -1.24510 -3.33110
H 1.65960 -3.54730 -2.35690
H 0.55710 -3.59160 -0.95940
H 2.29810 -3.33890 -0.71280
H 3.40110 -1.15680 -2.62790
H 3.54630 -1.12840 -0.84400
H 2.99960 0.32230 -1.70260
C -0.68910 1.39630 -2.74680
C 0.37950 2.31990 -2.65010
C 0.68280 3.18430 -3.70120
C -0.05450 3.16830 -4.88650
C -1.11490 2.26240 -4.99880
C -1.42960 1.39520 -3.95820
O -1.05120 0.55320 -1.79360
H 1.22090 1.06420 -0.27020
H 0.96240 2.32480 -1.73320
H 1.51140 3.88100 -3.58830
H 0.18910 3.84280 -5.70210
H -1.70440 2.23040 -5.91280
H -2.25810 0.69670 -4.04890
O -1.11380 1.14240 1.20270
C -0.91320 2.06840 1.99290
C 0.40730 2.81730 2.07620
C 0.25650 4.34230 2.13670
C -0.17620 4.85960 3.51650
C -1.60730 4.52610 3.91960
C -1.84560 3.03980 4.11550
N -1.92170 2.28260 2.88260
H 1.01570 2.53960 2.95480
H 0.98370 2.58760 1.16830
H 1.27140 4.76610 1.97340
H -0.40780 4.72150 1.33220
H 0.52460 4.47820 4.29580
H -0.09030 5.96670 3.51380
H -1.77320 5.00390 4.91150
H -2.34760 4.94820 3.20780
H -1.07210 2.60110 4.78550
H -2.82270 2.92660 4.63530
H -2.79700 1.74410 2.74600
*
```

Properties
- ⟨S²⟩ = 8.7836
- frontier orbital gap (spin up / spin down) (eV) = 5.049 / 4.525
- calculated total energy (Eh) = -2237.11748
- F_max (eV/A) = 4.87
- relative energy (zero: lowest compared OMol25 entry of this formula, charge and spin) (kJ/mol) = 0.0

---

Record 2
Formula: C23H48IrNO2P3
Source: OMol25
Level of theory: wB97M-V/def2-TZVPD

ORCA input file:
```
! RIJCOSX wB97M-V def2-TZVPD def2/J DEFGRID3
* xyz 4 6
Ir 0.13456 -0.83449 0.07762
P -1.80844 -2.10335 -0.00863
P 1.28531 -1.35496 1.99091
P 1.26815 -2.20582 -1.24001
H -1.75780 3.20351 -0.21400
C -1.36843 2.49424 -0.94938
C -2.07871 1.37140 -1.09545
H -2.45807 0.95252 -0.14814
C -3.27530 -1.30362 0.69642
C -1.70432 -3.61138 1.01931
C -2.29413 -2.54958 -1.70408
C 2.62367 -0.12520 2.07175
C 0.13516 -1.14584 3.39094
C 2.01948 -3.00577 2.21759
C 0.90599 -2.20256 -3.04188
C 1.19848 -4.02332 -0.94357
C 3.03687 -1.73607 -1.23647
H -0.50523 2.84208 -1.55142
H -2.52559 0.98845 -2.02024
H -3.47693 -0.33698 0.22115
H -3.15443 -1.16225 1.78017
H -4.15198 -1.94725 0.51317
H -1.65261 -3.33661 2.08189
H -0.83907 -4.23889 0.77941
H -2.61800 -4.20580 0.87206
H -2.18566 -1.67564 -2.36308
H -3.34754 -2.86473 -1.70087
H -1.68961 -3.37463 -2.10136
H 3.58743 -0.61452 2.28505
H 2.40989 0.62242 2.85004
H 2.70135 0.40343 1.10699
H 0.32002 -1.93721 4.12910
H -0.90499 -1.22880 3.02729
H 0.27132 -0.14969 3.84416
H 2.88137 -3.16768 1.55888
H 1.26886 -3.77908 2.01560
H 2.32468 -3.11924 3.26836
H 1.32768 -3.09559 -3.51869
H 1.35308 -1.30143 -3.48216
H -0.17948 -2.16701 -3.19412
H 1.78019 -4.51510 -1.73597
H 0.16855 -4.39262 -1.01817
H 1.62140 -4.28915 0.02973
H 3.49657 -2.10999 -2.15859
H 3.57322 -2.15332 -0.37685
H 3.10107 -0.64347 -1.23333
C 0.04690 0.79962 -3.54191
C 1.16071 1.67904 -3.31639
C 2.03996 1.89567 -4.36658
C 1.85823 1.29059 -5.62278
C 0.65018 0.61045 -5.89073
C -0.31867 0.51437 -4.91828
O -0.50448 0.14149 -2.59632
H 0.81346 0.35854 -0.93366
H 1.36149 2.02230 -2.29345
H 2.89514 2.54486 -4.19568
H 2.62931 1.37684 -6.39926
H 0.47580 0.16659 -6.86822
H -1.28350 0.03714 -5.03748
O -0.83437 0.62839 1.14278
C -0.67481 1.69633 1.84303
C 0.55387 2.54489 1.78687
C 0.28446 4.04338 1.77753
C -0.16860 4.62556 3.11524
C -1.57541 4.25566 3.56547
C -1.73841 2.76671 3.82645
N -1.75413 2.00635 2.58555
H 1.18786 2.26554 2.64042
H 1.11610 2.28056 0.87946
H 1.21342 4.55148 1.49102
H -0.43409 4.26958 0.98507
H 0.54347 4.31451 3.89350
H -0.10821 5.71758 3.04014
H -1.78311 4.77199 4.51080
H -2.32761 4.59565 2.84563
H -0.92090 2.42002 4.47624
H -2.68424 2.56795 4.33795
H -2.53786 1.37092 2.44649
*
```

Properties
- ⟨S²⟩ = 8.7798
- frontier orbital gap (spin up / spin down) (eV) = 5.383 / 3.770
- calculated total energy (Eh) = -2237.08466
- F_max (eV/A) = 3.22
- relative energy (zero: lowest compared OMol25 entry of this formula, charge and spin) (kJ/mol) = 86.1

---

Record 3
Formula: C23H48N4O5PTl
Source: OMol25
Level of theory: wB97M-V/def2-TZVPD

ORCA input file:
```
! RIJCOSX wB97M-V def2-TZVPD def2/J DEFGRID3
* xyz 0 1
Tl -0.31864 0.31431 -2.71367
C -2.67862 -2.67302 3.33397
C -2.59281 -1.45142 2.41159
C -2.03643 -0.25836 3.21510
C -2.10319 1.17599 2.64031
C -1.37432 2.07327 3.64200
C -3.54820 1.65608 2.45836
N -1.39395 1.19741 1.32514
C -1.10769 2.51953 0.72789
C 0.37577 2.84615 0.79787
N 1.22379 2.12592 -0.17794
C 1.32366 3.05616 -1.33476
C 1.99094 2.68727 -2.71927
O 2.77705 3.54126 -3.11344
O 1.65451 1.62933 -3.34496
C 2.57718 1.92515 0.41824
C 3.57896 1.36762 -0.59436
C 2.64527 1.16325 1.77026
C 2.33927 -0.33964 2.00128
C 3.40172 -1.24668 1.34930
C 2.41535 -0.52964 3.51983
N 0.97032 -0.68155 1.54568
C 0.49783 -1.99907 2.00040
C -0.68522 -2.55926 1.21583
N -1.88200 -1.72194 1.15002
C -2.81571 -2.24170 0.14904
C -3.77648 -1.17252 -0.42412
O -4.87621 -1.53044 -0.81857
O -3.30248 0.02532 -0.49444
H -3.39211 -2.48423 4.13629
H -1.71160 -2.90593 3.78373
H -3.02230 -3.55036 2.78415
H -3.61652 -1.19518 2.12265
H -0.99688 -0.45721 3.48431
H -2.59939 -0.23429 4.15153
H -1.92434 2.07818 4.58346
H -1.30339 3.10543 3.29536
H -0.36405 1.70554 3.83970
H -4.18101 1.24243 3.24427
H -3.95390 1.33713 1.49869
H -3.61738 2.74344 2.51294
H -2.06395 0.68599 0.58534
H -0.51978 0.64531 1.40235
H -1.67305 3.28563 1.25701
H -1.46251 2.52036 -0.30419
H 0.70509 2.61618 1.80719
H 0.50182 3.92769 0.66011
H 1.85998 3.95293 -1.00070
H 0.30698 3.36697 -1.60200
H 2.94445 2.93105 0.69325
H 3.16217 0.52781 -1.14752
H 4.48658 1.05337 -0.08103
H 3.86255 2.12605 -1.31999
H 2.06033 1.70919 2.51349
H 3.68408 1.29252 2.08501
H 4.39970 -0.83530 1.49529
H 3.22323 -1.34570 0.27928
H 3.38937 -2.24411 1.78956
H 3.37943 -0.17142 3.88256
H 2.32511 -1.57933 3.79756
H 1.62990 0.03302 4.03060
H 1.01169 -0.68663 0.53055
H 0.23335 -1.91111 3.05425
H 1.28295 -2.76052 1.93291
H -0.89377 -3.55292 1.64135
H -0.35838 -2.73371 0.18768
H -3.42715 -3.07009 0.52562
H -2.24120 -2.62160 -0.70000
C -0.97578 -0.45088 -6.27122
P 0.36535 -1.53590 -5.70362
C 1.89224 -0.62730 -6.04189
C 0.31671 -2.99752 -6.77577
O 0.23632 -1.92251 -4.26383
H -0.98730 -0.36952 -7.35779
H -0.82365 0.54044 -5.84079
H -1.93094 -0.84543 -5.92076
H 1.88670 -0.20431 -7.04653
H 2.74656 -1.29429 -5.92841
H 1.97287 0.17563 -5.30297
H 0.51480 -2.75861 -7.82020
H -0.67422 -3.44289 -6.68268
H 1.05460 -3.71226 -6.41273
*
```

Properties
- frontier orbital gap (eV) = 7.940
- calculated total energy (Eh) = -2014.31592
- F_max (eV/A) = 2.28
- relative energy (zero: lowest compared OMol25 entry of this formula, charge and spin) (kJ/mol) = 71.8

---

Record 4
Formula: C23H49GaN4P3Se
Source: OMol25
Level of theory: wB97M-V/def2-TZVPD

ORCA input file:
```
! RIJCOSX wB97M-V def2-TZVPD def2/J DEFGRID3
* xyz 3 1
Ga -0.69559 0.74826 0.39605
P 2.82555 1.12711 -1.35442
P -0.79175 3.14701 0.92332
P -1.36719 0.88963 -1.98912
H 0.24574 -4.25607 -0.46446
C 0.27530 -3.79342 -1.45672
C 1.38790 -3.19136 -1.91295
H 2.28637 -3.10254 -1.28938
C 4.21860 0.61953 -0.33571
C 3.14399 2.79291 -1.94795
C 2.70602 0.00230 -2.74981
C -2.49707 3.79029 0.96216
C -0.17356 3.45841 2.60965
C 0.09524 4.32329 -0.14722
C -1.38755 -0.76387 -2.74426
C -0.45355 1.96922 -3.13234
C -3.08172 1.48662 -2.14742
H -0.60840 -3.93136 -2.08967
H 1.48438 -2.88792 -2.96164
H 4.26794 -0.47586 -0.25348
H 4.13983 1.05691 0.66840
H 5.15298 0.97803 -0.79323
H 3.19511 3.49111 -1.10162
H 2.35428 3.11824 -2.63899
H 4.10813 2.80937 -2.47756
H 2.12284 -0.89320 -2.49178
H 3.72014 -0.31691 -3.03582
H 2.24401 0.49221 -3.61745
H -2.54432 4.61421 1.69017
H -3.19897 2.99929 1.26277
H -2.78367 4.16946 -0.02834
H -0.53224 4.43978 2.95555
H 0.92538 3.45014 2.62283
H -0.54327 2.68416 3.29778
H 0.33916 5.22754 0.43037
H -0.53728 4.61392 -0.99810
H 1.02874 3.88663 -0.52953
H -1.26678 -0.66452 -3.83291
H -2.34822 -1.25181 -2.53346
H -0.58491 -1.40421 -2.35217
H -1.11967 2.22766 -3.96838
H 0.43598 1.46419 -3.52686
H -0.14962 2.89892 -2.63283
H -3.24772 1.75550 -3.20052
H -3.24708 2.37075 -1.51981
H -3.79329 0.70683 -1.84991
C -3.55519 -1.29793 0.23368
C -2.84126 -2.50669 0.15951
C -3.25292 -3.50315 -0.72646
C -4.41612 -3.33769 -1.48932
C -5.17487 -2.16846 -1.35309
C -4.76024 -1.16089 -0.48525
Se -2.93472 0.16875 1.30880
H 1.60135 1.10349 -0.57734
H -1.96471 -2.65443 0.79130
H -2.66032 -4.41508 -0.81287
H -4.73544 -4.12282 -2.17724
H -6.09666 -2.04242 -1.92271
H -5.35333 -0.25567 -0.34853
C 1.01966 -1.68491 1.06171
N 0.52802 -0.49221 1.82602
C 1.72046 0.24320 2.36499
N 2.55528 -0.62292 3.20147
C 2.99079 -1.79597 2.41637
N 1.83863 -2.55647 1.90132
C 1.04240 -3.01332 3.05920
N 0.56297 -1.87344 3.87002
C -0.24932 -0.98444 3.02243
C 1.74897 -1.12325 4.33722
H 1.63261 -1.34648 0.21479
H 0.16652 -2.26070 0.68083
H 1.36885 1.09147 2.96875
H 2.32819 0.60661 1.52516
H 3.56652 -2.45730 3.07896
H 3.61257 -1.45491 1.57653
H 0.17522 -3.58918 2.70297
H 1.68731 -3.63920 3.69009
H -0.55730 -0.12316 3.62824
H -1.13702 -1.53338 2.68336
H 2.37670 -1.80146 4.93120
H 1.41619 -0.27193 4.94470
*
```

Properties
- frontier orbital gap (eV) = 5.935
- calculated total energy (Eh) = -6474.12951
- F_max (eV/A) = 2.61
- relative energy (zero: lowest compared OMol25 entry of this formula, charge and spin) (kJ/mol) = 0.0